# 1
68
Properties=species:S:1:pos:R:3:mulliken_charge:R:1 method="wB97M-V/def2-TZVPD" multiplicity=1 homo_ev=-10.088 e_lumo_ev=-2.87 charge=+1 e_above_lowest_kcal_mol=24.71
Y 0.303 0.255 0.424 0.7960
C -4.267 2.970 0.632 -1.8040
C -2.896 2.778 -0.013 0.9189
O -2.575 3.881 -0.869 -0.6107
P -1.572 2.919 1.218 0.3394
O -1.909 2.064 2.507 -0.5058
O -1.632 4.402 1.757 -0.4856
O -0.224 2.499 0.731 -0.4049
P -2.845 1.093 -0.831 0.9662
O -2.048 1.437 -2.199 -0.5512
O -4.198 0.592 -1.094 -0.7886
O -1.891 0.312 0.059 -0.3111
H -4.308 3.904 1.195 0.3938
H -4.521 2.127 1.276 0.4034
H -5.019 2.995 -0.155 0.3846
H -2.684 3.615 -1.790 0.4288
H -2.709 2.310 2.989 0.3420
H -1.636 5.077 1.062 0.4164
H -2.554 1.145 -2.968 0.2653
C 1.618 2.805 -1.806 -1.3709
C 1.375 1.548 -2.584 0.3687
C 1.526 1.541 -3.986 -1.1678
C 1.293 0.396 -4.691 -1.0381
C 0.917 -0.784 -4.014 0.9010
C 0.684 -2.036 -4.639 -0.1164
Br 0.832 -2.209 -6.515 -0.2054
C 0.354 -3.129 -3.891 -0.3723
C 0.236 -3.028 -2.495 -0.1246
Br -0.190 -4.571 -1.496 -0.1802
C 0.434 -1.842 -1.816 0.8941
O 0.330 -1.701 -0.525 -0.1704
C 0.784 -0.701 -2.615 -0.6616
N 1.006 0.464 -1.929 1.2231
H 2.311 3.458 -2.334 0.5699
H 2.034 2.588 -0.821 0.2454
H 0.681 3.345 -1.661 0.0799
H 1.832 2.449 -4.486 0.5377
H 1.406 0.376 -5.767 0.3893
H 0.180 -4.085 -4.364 0.4672
C 3.815 -2.521 -0.679 -0.7255
C 3.715 -3.256 0.491 -0.5967
C 3.233 -2.640 1.634 -0.7750
C 2.848 -1.309 1.557 1.5726
N 2.867 -0.618 0.409 -0.4188
C 3.364 -1.213 -0.676 -0.2750
C 2.418 -0.532 2.754 0.3255
C 2.821 -0.884 4.033 -0.8523
C 2.463 -0.067 5.095 -0.5382
C 1.720 1.075 4.847 -0.9681
C 1.342 1.344 3.544 -0.0761
N 1.678 0.561 2.520 0.0739
H 4.210 -2.956 -1.586 0.4634
H 4.013 -4.295 0.515 0.4536
H 3.141 -3.189 2.559 0.3946
H 3.383 -0.618 -1.580 0.5777
H 3.432 -1.760 4.196 0.3687
H 2.774 -0.314 6.101 0.4559
H 1.434 1.747 5.643 0.4401
H 0.743 2.212 3.303 0.4575
C -3.882 -2.275 1.406 -1.0321
C -2.508 -2.945 1.472 -0.0318
C -1.472 -2.041 1.938 0.4334
N -0.644 -1.304 2.244 -0.4623
H -4.613 -3.005 1.065 0.3745
H -3.881 -1.440 0.707 0.1356
H -4.192 -1.919 2.388 0.3416
H -2.169 -3.276 0.486 -0.0240
H -2.511 -3.820 2.124 0.4461

# 2
67
Properties=species:S:1:pos:R:3:lowdin_spin:R:1 method="wB97M-V/def2-TZVPD" multiplicity=2 homo_ev="-12.952 / -12.982" e_lumo_ev="-6.14 / -6.48" charge=+2 e_above_lowest_kcal_mol=26.30 s_squared=0.76
Ti 0.639 0.679 0.295 0.8529
O -1.662 3.658 2.171 0.0112
C -1.119 2.594 1.632 0.0191
O 0.039 2.532 1.226 -0.0009
C -1.951 1.375 1.513 0.0246
C -3.300 1.201 1.754 -0.0010
C -3.853 -0.047 1.478 0.0343
C -3.048 -1.083 1.013 -0.0065
C -1.701 -0.833 0.834 0.0332
N -1.186 0.377 1.052 -0.0040
C -0.614 -1.801 0.399 0.0030
O -0.814 -2.960 0.172 0.0062
O 0.558 -1.182 0.386 -0.0103
H -1.035 4.401 2.159 0.0001
H -3.897 2.018 2.136 -0.0005
H -4.911 -0.213 1.631 0.0017
H -3.444 -2.066 0.803 -0.0010
Br 6.043 0.390 -3.697 0.0025
C 4.592 0.480 -2.530 0.0064
C 4.497 -0.393 -1.458 -0.0016
C 3.405 -0.282 -0.624 0.0072
N 2.432 0.619 -0.812 0.0026
C 2.514 1.442 -1.876 0.0059
C 3.588 1.414 -2.743 -0.0010
C 1.315 2.284 -2.117 0.0021
C 1.241 3.202 -3.149 0.0000
C 0.032 3.827 -3.405 0.0012
Br -0.106 5.067 -4.789 0.0005
C -1.078 3.505 -2.636 0.0001
C -0.909 2.605 -1.609 0.0040
N 0.260 2.022 -1.320 0.0029
H 5.256 -1.140 -1.275 -0.0002
H 3.291 -0.931 0.234 0.0005
H 3.648 2.083 -3.587 -0.0001
H 2.102 3.426 -3.759 0.0000
H -2.045 3.943 -2.834 0.0000
H -1.757 2.329 -0.995 0.0006
C -0.767 -4.535 -2.817 0.0000
N -0.408 -3.120 -2.746 0.0001
C -1.104 -2.032 -3.062 0.0000
S -0.494 -0.490 -2.578 0.0011
N -2.237 -2.057 -3.767 -0.0001
C -2.959 -3.170 -4.379 0.0000
H -0.144 -5.060 -2.099 0.0000
H -0.584 -4.952 -3.805 0.0000
H -1.801 -4.696 -2.531 0.0000
H 0.427 -2.906 -2.227 0.0000
H -2.619 -1.137 -3.910 0.0000
H -2.293 -3.812 -4.948 0.0000
H -3.680 -2.743 -5.070 0.0000
H -3.502 -3.761 -3.644 0.0000
C 1.599 -2.233 3.576 0.0002
N 1.054 -1.049 4.237 -0.0009
C 0.360 -1.060 5.428 -0.0005
C 0.124 0.226 5.763 -0.0002
N 0.676 1.007 4.769 -0.0003
C 0.720 2.465 4.785 -0.0002
C 1.238 0.220 3.835 0.0053
Se 2.229 0.786 2.345 -0.0002
H 1.116 -3.111 3.996 0.0000
H 2.672 -2.288 3.752 0.0000
H 1.415 -2.181 2.509 0.0001
H 0.105 -1.974 5.934 -0.0001
H -0.372 0.648 6.618 0.0000
H -0.170 2.839 5.285 0.0000
H 0.767 2.828 3.762 -0.0001
H 1.608 2.808 5.315 0.0000